DFT (wB97M-V/def2-TZVPD) results for a molecular structure, C28H34BrN4O5PdS3Si2 in a non-equilibrium geometry.

Structure (XYZ):
```
78
C28H34BrN4O5PdS3Si2 | the OMol25 dataset | wB97M-V/def2-TZVPD
Pd -0.1074 -0.1057 -0.3355
C 0.8776 1.9915 2.7799
C -0.0902 0.8739 2.8459
N -0.3020 -0.0339 1.9550
C -1.2665 -0.9282 2.3225
C -1.8029 -0.6982 3.5626
S -1.1066 0.7038 4.2766
C -1.7274 -1.9425 1.3979
C -2.8792 -2.6679 1.5510
S -3.1479 -3.6601 0.1779
C -1.6596 -3.0514 -0.5211
N -1.0559 -2.1938 0.2295
C -1.2402 -3.5949 -1.8374
H 1.0121 2.3008 1.7452
H 1.8474 1.6940 3.1861
H 0.5075 2.8371 3.3583
H -2.5373 -1.2656 4.0953
H -3.5785 -2.6623 2.3607
H -0.9326 -4.6382 -1.7397
H -0.4222 -3.0097 -2.2511
H -2.0834 -3.5493 -2.5255
O 1.0170 3.9889 -0.0749
C -0.0860 3.4615 -0.1385
N -0.3412 2.1733 -0.3741
S -1.9178 1.8628 -0.5714
O -2.2799 1.8351 -1.9611
O -2.3739 0.7817 0.2731
C -2.4927 3.4474 0.0689
C -3.7318 3.9658 0.3661
C -3.8030 5.2968 0.7631
C -2.6660 6.0907 0.8126
C -1.4218 5.5649 0.5014
C -1.3515 4.2283 0.1439
H -4.6210 3.3574 0.2990
H -4.7651 5.7171 1.0178
H -2.7570 7.1281 1.1010
H -0.5188 6.1583 0.5401
Br 0.5778 1.1821 -7.5849
C -0.7858 0.5930 -6.3846
C -2.0681 0.3657 -6.8602
N -3.0368 -0.0698 -6.0718
C -2.7599 -0.3029 -4.8010
C -1.4990 -0.1233 -4.2417
C -0.4823 0.3583 -5.0594
C -1.2077 -0.5096 -2.8149
O -2.1277 -0.9107 -2.0975
O 0.0153 -0.4784 -2.4924
H -2.3247 0.5319 -7.8983
H -3.5762 -0.6514 -4.1867
H 0.4993 0.5277 -4.6448
C 2.0025 2.0967 -2.5103
Si 2.8366 0.5789 -1.7002
C 4.5990 1.1691 -1.1814
C 3.0950 -0.7869 -3.0289
C 2.0972 -0.0634 -0.0809
Si 2.5989 -1.7118 0.6654
C 4.5115 -1.9270 0.8106
C 2.0421 -3.2056 -0.3910
C 2.0186 -1.9631 2.4871
H 2.3942 2.3151 -3.5021
H 2.1530 2.9768 -1.8930
H 0.9302 1.9419 -2.5918
H 5.0571 1.8022 -1.9320
H 5.2485 0.3168 -1.0215
H 4.5655 1.7400 -0.2600
H 3.4313 -0.3709 -3.9754
H 2.1637 -1.3121 -3.2052
H 3.8341 -1.5176 -2.7173
H 2.1569 0.7349 0.6624
H 4.9546 -2.0969 -0.1646
H 4.7611 -2.7799 1.4357
H 4.9870 -1.0519 1.2393
H 2.7218 -3.3739 -1.2188
H 1.0700 -2.9734 -0.8017
H 1.9606 -4.1332 0.1672
H 2.1534 -1.0563 3.0693
H 2.5776 -2.7530 2.9819
H 0.9689 -2.2303 2.5306
```

Computed properties:
LUMO (alpha / beta)   2.1 / 2.1 eV
Spin multiplicity   1
Net charge   -1
Kohn-Sham gap (alpha / beta)   6.3213 / 6.3081 eV